[1]
Below is 3 unconnected molecules or ions with the total composition C22H35BrNO5S at a distorted geometry, with properties calculated with ωB97M-V/def2-TZVPD.

Each line ends with the Mulliken charge.
Atoms and positions in Å:
C (3.097, 0.752, -1.757)  -0.475
H (-5.330, 2.084, 2.701)  0.338
C (-4.693, 1.665, 3.482)  -0.587
C (4.844, 2.655, 2.891)  -0.556
N (2.350, -1.885, -3.146)  0.126
H (-2.900, 1.443, 5.668)  0.296
C (-0.534, -1.504, -0.358)  -1.203
H (5.412, 3.130, 2.084)  0.254
Br (-1.973, -5.764, -2.456)  -0.007
O (2.136, 2.924, -2.758)  -0.445
H (2.286, 3.258, -3.682)  0.379
H (-2.146, -3.524, -1.258)  0.298
H (-1.046, 0.695, 1.406)  0.335
C (-3.772, 0.575, 2.972)  -0.063
C (1.604, -1.491, -1.965)  0.015
H (0.137, -1.385, 0.552)  0.500
H (3.386, 1.539, -0.959)  0.117
H (-3.845, -1.834, -1.538)  0.183
H (-3.282, 3.269, 3.264)  0.237
H (5.402, 0.746, 1.994)  0.274
O (-2.623, 0.566, 3.831)  -0.417
C (-1.102, 1.196, 0.387)  -0.701
H (-3.359, -3.618, -4.155)  0.405
C (2.251, 1.496, -2.883)  0.474
H (-5.216, -2.411, -2.753)  0.343
C (0.445, -3.490, -3.893)  0.152
C (-0.926, 0.102, -0.871)  0.288
C (-0.457, -3.148, -2.638)  0.377
H (-3.428, 0.790, 1.955)  -0.012
H (-0.882, 2.284, 0.140)  0.276
H (0.746, -5.776, -5.179)  0.218
H (-4.151, 3.327, 4.806)  0.340
C (0.172, -2.075, -1.661)  0.079
H (-0.422, 0.500, -1.887)  0.345
O (1.712, 0.971, -3.886)  -0.525
C (-3.711, 2.658, 4.065)  -0.519
H (-4.244, -0.410, 2.979)  0.276
H (4.402, 0.609, 3.456)  0.270
H (-5.337, 1.271, 4.274)  0.275
H (5.401, 2.782, 3.821)  0.358
H (-4.334, -3.598, -1.532)  0.273
H (3.147, -1.042, -0.442)  0.368
C (-1.888, -3.785, -2.355)  -0.373
C (-2.648, 1.747, 4.646)  -0.367
H (2.980, 2.993, 3.900)  0.260
H (-1.658, 2.209, 4.654)  0.227
C (1.855, -2.828, -4.112)  -0.410
H (1.658, -0.004, -0.185)  -0.094
C (2.753, 2.459, 1.829)  -0.154
S (-0.107, -4.655, -5.206)  -0.204
O (3.382, 1.170, 1.762)  -0.339
C (-3.024, -3.027, -3.241)  -0.262
C (-4.246, -2.670, -2.220)  -0.907
H (2.892, 2.950, 0.859)  0.274
C (3.445, 3.227, 2.937)  -0.659
H (1.682, 2.337, 2.007)  0.176
H (3.280, -1.467, -3.331)  0.300
C (4.581, 1.201, 2.553)  -0.471
H (3.407, 4.308, 2.793)  0.366
H (4.076, 0.316, -2.178)  0.415
O (-2.300, 0.596, -0.475)  -0.468
H (-2.562, -1.999, -3.516)  0.283
C (2.330, -0.436, -0.998)  -0.141
H (2.477, -3.079, -5.048)  0.364
H (-1.581, -1.893, -0.148)  0.226

Atoms 1-3, force components in eV/Å:
-0.19 0.50 0.61
0.06 -0.06 0.04
-0.44 -0.16 0.13

Its orbital gap is 6.98 eV. As for the charge: +1. As for the electronic energy: -115972.330 eV.

---

[2]
Below is a molecular structure, H4N2O2S at a distorted geometry, with properties calculated with ωB97M-V/def2-TZVPD.

Each line ends with the Mulliken charge.
Atoms and positions in Å:
H (-1.365, 1.269, 0.298)  0.355
H (-0.322, -1.286, -1.025)  0.434
N (0.466, -0.967, 2.201)  -0.438
H (0.473, 1.681, -0.709)  0.254
O (-1.333, 0.409, 0.853)  -0.465
O (-0.144, -1.751, -0.159)  -0.413
H (1.517, 0.474, -1.267)  0.227
S (0.127, -0.497, 0.834)  0.789
N (0.580, 0.668, -1.027)  -0.743

Atoms 1-3, force components in eV/Å:
0.59 -2.33 0.98
0.18 -0.61 0.62
0.03 1.26 -2.59

Its orbital gap (spin up / spin down) is 8.60 / 8.39 eV. As for the charge: 0. For the relative energy (zero: lowest compared OMol25 entry of this formula, charge and spin), the calculation gives 490.8 kJ/mol. As for the electronic energy: -17970.058 eV.

---

[3]
Below is C2H8N2O2 in the gas phase at a distorted geometry, with properties calculated with ωB97M-V/def2-TZVPD.

Each line ends with the Mulliken charge.
Atoms and positions in Å:
H (-1.750, 1.169, 1.352)  0.309
N (-0.842, -1.508, 0.422)  -0.732
C (-0.472, 0.259, 0.285)  0.791
H (-0.676, 0.307, -1.564)  0.349
H (0.829, -1.138, -0.070)  0.486
H (1.536, 0.228, -1.867)  0.235
O (-1.125, 0.734, -0.802)  -0.503
N (1.525, 0.757, -1.004)  -0.491
H (-1.752, -1.789, 0.061)  0.187
H (1.757, 1.719, -0.786)  0.189
C (1.000, 0.029, 0.132)  -0.827
H (-0.767, -1.867, 1.370)  0.176
H (1.555, 0.172, 1.058)  0.308
O (-0.816, 0.928, 1.412)  -0.478

Atoms 1-3, force components in eV/Å:
0.04 -0.05 0.05
-0.68 1.82 -0.50
-1.13 -3.13 1.40

Its orbital gap is 9.41 eV. As for the charge: 0. For the relative energy (zero: lowest compared OMol25 entry of this formula, charge and spin), the calculation gives 294.5 kJ/mol. As for the electronic energy: -9276.859 eV.

---

[4]
Below is 3 unconnected molecules or ions with the total composition C5H17BNO7S, with properties calculated with ωB97M-V/def2-TZVPD.

Each line ends with the Mulliken charge.
Atoms and positions in Å:
C (3.074, 1.814, -3.557)  -0.311
H (3.101, 0.949, -4.219)  0.269
B (0.754, -0.320, 0.716)  0.506
H (0.052, 0.744, 2.124)  0.331
C (3.979, 1.601, -2.357)  -0.894
H (3.410, 2.688, -4.131)  0.270
H (-2.089, -2.838, 2.676)  0.273
H (-1.872, 1.573, -1.170)  0.343
O (-2.708, -1.475, -1.880)  -0.758
H (3.658, 0.736, -1.778)  0.164
H (-2.349, -0.487, 2.070)  0.303
C (-1.372, 0.725, -1.633)  -0.702
S (-1.961, -0.792, -0.848)  1.312
H (-1.618, 0.655, -2.689)  0.342
H (5.013, 1.455, -2.677)  0.368
H (-0.853, -2.326, 3.816)  0.179
H (-3.729, -1.272, 3.754)  0.252
C (-1.927, -2.460, 3.687)  -0.915
O (-2.181, -0.154, 2.976)  -0.430
O (-0.195, -1.298, 0.837)  -0.317
O (1.543, -0.175, -0.392)  -0.310
H (-2.280, -3.209, 4.401)  0.380
H (1.228, -0.779, -1.078)  0.267
H (1.645, 2.734, -2.602)  0.279
C (-2.646, -1.134, 3.877)  -0.254
H (-2.471, -0.748, 4.885)  0.282
H (3.943, 2.466, -1.689)  0.309
O (0.931, 0.558, 1.777)  -0.568
H (-0.296, 0.834, -1.533)  -0.003
O (-2.738, -0.294, 0.285)  -0.825
O (1.710, 1.979, -3.194)  -0.458
N (-0.754, -1.749, -0.453)  -0.685

Atoms 1-3, force components in eV/Å:
-0.02 0.17 0.14
-0.01 -0.01 -0.01
0.09 0.02 0.35

Its orbital gap is 7.80 eV. As for the charge: -1. For the relative energy (zero: lowest compared OMol25 entry of this formula, charge and spin), the calculation gives 17.2 kJ/mol. As for the electronic energy: -32798.156 eV.